Record 1
Entry from the Open Molecules 2025 dataset: an isolated molecule of C4H10N2O2S in a non-equilibrium geometry (wB97M-V/def2-TZVPD).

CARTESIAN COORDINATES (ANGSTROEM)
C  0.195949  -0.883442  0.520207
C  0.739315  -0.067958  -0.689728
C  -1.779073  0.651102  -0.118323
C  0.699760  -2.241134  0.812870
N  0.080226  1.270835  -0.846578
N  0.698560  2.197776  -0.016173
O  2.099418  -0.012306  -0.486110
O  -2.704881  1.167689  -0.956785
S  -1.639954  -1.109836  -0.000073
H  0.169813  -0.182503  1.366172
H  0.503105  -0.577820  -1.631147
H  -1.630585  1.190546  0.900343
H  0.661560  -2.445393  1.808231
H  1.802197  -2.359768  0.484906
H  0.034924  -2.826557  0.135515
H  0.429369  1.836633  0.911555
H  0.104944  3.010743  -0.125752
H  2.389712  0.927447  -0.492047
H  -2.854362  0.453939  -1.577076

Forces on the atoms, in the same order (eV/Å):
-2.247 1.781 -0.924
-0.828 0.364 -0.199
2.771 1.866 0.586
1.917 -0.119 -4.139
-1.964 -3.139 -0.542
-1.188 -0.516 1.424
1.491 1.067 -0.087
0.206 -0.258 0.964
1.035 1.033 0.727
0.135 -0.353 0.075
0.106 -0.221 0.178
-0.694 -0.602 -1.827
-0.516 -1.036 2.685
-1.754 0.226 0.382
1.052 -0.750 0.961
0.829 0.803 0.521
0.365 0.524 -0.061
-0.369 -0.670 0.002
-0.346 0.000 -0.726

- ΔE to the lowest compared entry with this formula, charge and spin (kcal per mole) = 71.08
- gap between HOMO and LUMO (spin up / spin down) (eV) = 8.46 / 8.46
- spin multiplicity = 1

=====

Record 2
Entry from the Open Molecules 2025 dataset: a structure of composition C17H16N3NdS in a non-equilibrium geometry (wB97M-V/def2-TZVPD).

CARTESIAN COORDINATES (ANGSTROEM)
C  -1.695491  -2.577296  -0.736589
C  -2.742957  -1.753619  -0.825022
H  -1.222990  -2.776903  0.247907
H  -1.264060  -3.009770  -1.649027
H  -3.151014  -1.486137  -1.813944
H  -3.189508  -1.307236  0.092743
Nd  0.369129  1.298150  -1.425382
C  1.204607  -0.210335  -3.656351
C  -0.167871  -0.547477  -3.623741
C  -0.043250  1.697879  -4.053007
C  1.287620  1.190463  -3.831877
H  -0.559649  -1.571838  -3.651022
H  -2.031943  0.620979  -3.933899
H  -0.295304  2.773454  -4.130037
C  -0.934015  0.622730  -3.874599
H  2.221385  1.780413  -3.901736
H  2.041604  -0.923991  -3.632795
N  1.106655  -0.082720  2.811041
C  -0.197356  0.186648  3.242839
C  -0.677568  0.300528  4.544966
C  -2.001478  0.748972  4.704535
C  -2.762646  1.066096  3.578090
C  -2.251631  0.943390  2.278929
C  -0.932044  0.498491  2.101555
N  -0.072453  0.425819  0.971655
C  1.157041  0.065344  1.463681
C  2.383367  -0.066331  0.678790
C  3.653260  -0.420555  1.062826
S  4.733034  -0.513701  -0.307097
C  3.449863  0.028774  -1.333054
N  2.256681  0.206558  -0.704242
H  1.899156  -0.256747  3.432665
H  -0.028457  0.029989  5.379626
H  -2.427110  0.872990  5.705078
H  -3.795148  1.413852  3.722500
H  -2.812291  1.171207  1.379742
H  3.949588  -0.560491  2.104933
H  3.543243  0.122418  -2.420681

Forces on the atoms, in the same order (eV/Å):
0.211 0.516 0.245
0.193 0.377 0.238
-0.402 -0.161 -0.848
-0.097 0.007 0.584
-0.066 -0.230 0.688
0.245 -0.368 -0.911
-1.955 -1.030 -1.124
-0.046 -0.032 0.441
0.052 -0.397 -0.234
0.587 0.753 1.123
0.357 0.863 -0.612
0.158 0.585 0.360
0.661 0.205 -0.071
0.104 -0.820 -0.359
-0.370 -0.097 0.501
-0.650 -0.372 -0.193
-0.602 0.435 0.086
0.144 -0.059 -0.311
0.656 0.151 0.244
-0.682 -0.015 0.223
1.243 -0.372 0.131
-0.412 0.061 -0.978
0.146 -0.143 -0.167
0.370 0.268 0.172
1.566 -0.160 0.190
-1.738 0.537 1.079
0.529 0.054 -1.221
-0.607 0.224 -0.215
-1.713 0.771 0.152
-0.948 -0.496 1.252
3.094 -0.895 0.374
-0.484 -0.004 -0.404
-0.346 0.192 -0.109
0.217 -0.112 -0.431
0.563 -0.168 -0.183
-0.354 0.137 0.279
0.242 -0.246 -0.608
0.134 0.042 0.617

- total charge = +2
- gap between HOMO and LUMO (spin up / spin down) (eV) = 7.38 / 7.57
- spin multiplicity = 4

=====

Record 3
Entry from the Open Molecules 2025 dataset: a cluster of 2 separate species, C3H8NO3 in total (wB97M-V/def2-TZVPD).

CARTESIAN COORDINATES (ANGSTROEM)
O  2.381924  -2.215338  0.320425
C  1.726245  -1.340599  -0.296806
O  1.835236  -0.985842  -1.494863
C  0.618642  -0.609220  0.524751
C  -0.747172  -0.990615  -0.014855
N  0.792467  0.853037  0.493986
H  0.745461  -0.947533  1.552966
H  -1.041247  -1.992302  0.299832
H  -1.542095  -0.311075  0.322482
H  -0.681191  -0.945803  -1.106164
H  1.783680  1.059417  0.516157
H  0.417957  1.177023  -0.396151
H  -1.738508  3.008719  0.110681
H  -2.395486  1.699899  -0.208865
O  -2.155915  2.540230  -0.623577

Forces on the atoms, in the same order (eV/Å):
-0.169 0.241 -0.064
0.128 -0.434 -0.180
-0.048 0.088 0.174
0.456 -0.097 0.216
-0.096 0.182 -0.119
-0.709 0.027 0.071
-0.127 0.035 0.125
0.134 -0.079 -0.115
0.142 0.037 0.078
-0.185 -0.057 0.038
-0.037 0.054 -0.216
0.431 0.032 0.019
0.120 -0.028 -0.201
0.136 0.017 -0.268
-0.176 -0.019 0.441

- total charge = -1
- ΔE to the lowest compared entry with this formula, charge and spin (kcal per mole) = 17.90
- gap between HOMO and LUMO (eV) = 7.51
- spin multiplicity = 1

=====

Record 4
Entry from the Open Molecules 2025 dataset: a cluster of 2 separate species, C5H3FNO2S in total in a non-equilibrium geometry (wB97M-V/def2-TZVPD).

CARTESIAN COORDINATES (ANGSTROEM)
C  0.156943  1.662015  -0.689606
C  -1.783085  0.506934  -1.577006
C  0.231965  0.288311  -0.568347
C  0.374897  -1.449247  2.502971
C  1.213279  -0.528202  -0.054311
N  -0.911319  -0.306475  -1.213195
O  -0.497991  -0.758810  2.275347
O  1.153096  -2.168598  2.949826
F  1.213399  -1.960736  -0.317882
S  -1.369750  2.219054  -1.193561
H  0.721631  2.514098  -0.407899
H  -2.666647  0.149001  -1.990290
H  2.163584  -0.167345  0.283951

Forces on the atoms, in the same order (eV/Å):
-0.249 0.954 0.292
0.577 2.674 0.751
-0.263 -1.217 -1.313
0.267 -0.211 0.490
0.135 -1.019 0.296
1.963 -1.465 1.168
-2.199 1.511 -0.528
1.593 -1.184 0.177
-0.055 1.421 0.030
-1.640 -1.253 -1.053
1.202 -0.048 0.539
-1.681 -0.018 -0.816
0.350 -0.145 -0.035

- total charge = -1
- ΔE to the lowest compared entry with this formula, charge and spin (kcal per mole) = 0.00
- gap between HOMO and LUMO (eV) = 4.80
- spin multiplicity = 1

=====

Record 5
Entry from the Open Molecules 2025 dataset: a structure of composition C2H8NO2 in a non-equilibrium geometry (wB97M-V/def2-TZVPD).

CARTESIAN COORDINATES (ANGSTROEM)
C  -0.330482  0.136627  0.488239
O  -1.615435  0.669182  0.133006
C  0.863657  0.857830  -0.138685
N  2.386867  -0.204704  -0.244741
H  -0.332599  -0.946789  0.064068
H  -0.121033  0.125750  1.534397
H  0.907771  1.923386  -0.351083
H  1.314645  0.299567  -1.011279
H  2.967296  0.393805  -0.698010
H  1.768087  0.647390  0.581437
H  -3.070852  -2.140155  0.115918
H  -2.209965  -0.153148  -0.011522
O  -2.527956  -1.608740  -0.461747

Forces on the atoms, in the same order (eV/Å):
-0.882 -1.777 -2.424
1.627 0.664 0.772
-0.471 0.309 -0.720
-1.439 -2.939 2.629
0.153 1.570 1.058
-0.482 -0.140 1.191
0.124 -0.008 0.189
-1.531 0.116 -1.131
2.435 2.738 -1.829
0.394 0.079 0.567
-0.225 -0.177 0.256
0.269 -0.847 -0.411
0.029 0.413 -0.147

- total charge = -1
- ΔE to the lowest compared entry with this formula, charge and spin (kcal per mole) = 140.35
- gap between HOMO and LUMO (eV) = 7.17
- spin multiplicity = 1

=====

Record 6
Entry from the Open Molecules 2025 dataset: a structure of composition C5H8N2S in a non-equilibrium geometry (wB97M-V/def2-TZVPD).

CARTESIAN COORDINATES (ANGSTROEM)
C  0.914236  3.299975  2.305653
C  0.194529  0.281521  0.751480
C  -0.422876  -1.897679  -0.673103
C  -0.601172  -2.431415  -2.072958
C  0.717553  -1.948050  -1.810314
H  0.125063  4.098946  1.897088
H  1.804360  3.611441  2.960654
H  0.990328  -0.311286  1.732285
H  -0.398068  -2.661450  0.120228
H  -1.212214  -2.033389  -3.024385
H  -0.716576  -3.557622  -1.995118
H  1.643120  -2.670795  -1.863247
H  1.269167  -0.965311  -2.265983
N  0.987134  2.032297  1.953811
N  -0.031103  1.602767  0.913638
S  -0.938189  -0.298881  -0.539888

Forces on the atoms, in the same order (eV/Å):
0.204 -1.211 -1.132
-0.417 3.175 2.391
2.286 -1.417 -2.278
-2.584 -1.946 -2.928
5.033 0.454 -0.168
1.764 -1.962 0.895
-1.747 -0.240 -0.820
-2.466 1.533 -3.654
-0.182 0.765 -0.310
0.949 -0.483 2.786
0.235 1.408 -0.523
-2.187 0.799 0.807
-2.437 -1.950 1.335
-1.793 2.665 -0.493
3.228 -3.188 1.676
0.113 1.597 2.414

- ΔE to the lowest compared entry with this formula, charge and spin (kcal per mole) = 147.09
- gap between HOMO and LUMO (eV) = 9.02
- spin multiplicity = 1